1.
Below is a molecular structure, C31H46Cl2N7O2RbS, with properties calculated with ωB97M-V/def2-TZVPD.

ORCA input file:
```
! wB97M-V def2-TZVPD RIJCOSX def2/J DEFGRID3
* xyz -2 1
Rb 1.08 -1.01 -0.45
Cl 2.20 0.40 -2.99
Cl 3.80 2.63 -4.05
S -2.79 0.10 -3.60
O 2.38 -2.61 -2.43
O 2.42 -3.27 -4.58
N -1.15 1.08 0.97
N 2.93 0.58 1.35
N -0.83 -2.65 -2.26
N -1.06 -1.67 1.43
N -3.52 1.70 -1.60
N 2.07 -1.95 2.00
N -2.27 2.72 -3.27
C 3.45 1.83 0.85
C -1.12 2.54 -4.14
C -2.87 1.54 -2.77
C -3.43 -1.59 1.89
C 1.24 2.54 -0.16
C 3.08 -1.43 2.60
C 4.74 -1.78 4.51
C -2.13 -0.99 1.71
C -3.62 2.95 -0.88
C 3.49 -1.78 3.95
C -0.14 3.15 0.05
C 5.97 -1.38 3.97
C -4.75 -0.01 3.35
C 1.99 -3.29 -3.41
C 5.18 -0.15 1.91
C -3.25 3.63 -3.86
C -4.24 0.60 -0.96
C 3.79 0.94 -3.47
C 2.34 2.89 0.83
C -0.90 2.49 1.20
C -2.57 1.18 2.93
C 0.34 -3.68 1.62
C -0.55 -3.60 -3.33
C 3.75 -0.26 1.91
C -3.78 0.97 3.55
C -4.55 -1.14 2.55
C -1.95 0.50 1.81
C 6.12 -0.67 2.79
C 0.81 -4.27 -3.15
C -1.08 -3.11 1.58
C 1.29 -2.99 2.63
H 3.85 1.72 -0.17
H -4.06 -0.32 -1.51
H -1.70 -2.15 -2.38
H 0.28 -4.75 1.86
H 2.69 -2.17 4.57
H 4.14 0.31 -4.27
H 6.86 -1.59 4.55
H -0.56 -3.05 -4.28
H 1.07 1.48 -0.08
H 1.59 2.72 -1.18
H -2.02 2.04 3.29
H -4.61 3.40 -1.03
H -1.63 -3.60 0.76
H -1.32 -4.38 -3.41
H -5.69 0.08 3.87
H -3.65 3.21 -4.80
H -0.88 -3.13 -1.37
H -1.40 2.14 -5.12
H 0.68 -2.55 3.43
H 4.78 -2.19 5.52
H 0.88 -4.68 -2.13
H 1.92 2.93 1.85
H -0.33 2.62 2.13
H -2.85 3.64 -1.21
H -3.50 2.75 0.18
H -2.77 4.58 -4.08
H 5.59 0.46 1.11
H -0.71 3.02 -0.87
H -3.87 0.48 0.06
H -4.08 3.81 -3.18
H -0.41 1.87 -3.68
H -0.08 4.23 0.23
H 4.45 0.89 -2.61
H -0.65 3.52 -4.27
H 0.81 -3.65 0.63
H 4.28 2.20 1.47
H 1.94 -3.74 3.10
H -3.53 -2.56 1.43
H 0.88 -5.09 -3.86
H -1.85 3.04 1.36
H 7.15 -0.43 2.52
H -4.02 1.71 4.31
H 2.76 3.88 0.62
H -1.61 -3.39 2.50
H -5.31 0.83 -0.94
H -5.40 -1.82 2.48
*
```

Values from the calculation:
highest occupied orbital energy = -1.282 eV

Mulliken population analysis, charges in e, atoms 1 to 6: Rb 1.06; Cl 0.06; Cl -0.23; S -0.44; O -0.70; O -0.80

=====

2.
Below is a molecular structure, C31H46I2KN5O3Si3, with properties calculated with ωB97M-V/def2-TZVPD.

ORCA input file:
```
! wB97M-V def2-TZVPD RIJCOSX def2/J DEFGRID3
* xyz -2 1
I -1.21 3.97 -2.84
I -0.32 9.15 0.06
K 0.07 0.47 0.07
Si -0.34 -3.52 -0.86
Si 0.07 -1.62 -3.17
Si -2.37 -1.26 -1.31
O 0.19 2.94 -0.18
O 3.55 0.15 0.44
O -0.81 -1.60 3.09
N 1.50 0.70 -2.51
N 0.21 -1.17 2.44
N 0.23 1.07 4.44
N 0.98 3.08 2.66
N 2.36 -0.19 1.14
C 3.86 -1.89 2.01
C 1.34 1.99 -4.96
C 0.74 0.17 -3.49
C -3.79 -2.46 -1.71
C -1.41 -0.29 5.55
C 2.52 -1.21 1.90
C 2.12 2.52 -3.94
C 2.15 1.85 -2.73
C 1.50 -3.75 -0.41
C -1.32 -3.94 0.69
C 0.61 4.99 0.97
C 1.54 -2.85 3.66
C 1.69 -2.56 -3.47
C 0.47 6.37 1.00
C -2.08 1.62 4.29
C -0.49 5.00 -1.16
C -0.74 1.86 3.99
C 1.38 -1.73 2.67
C -0.74 -4.98 -2.02
C -0.14 7.06 -0.04
C 1.40 4.35 2.11
C 0.64 0.82 -4.73
C 0.11 4.21 -0.12
C -0.95 -1.99 -4.73
C -2.68 -0.68 0.48
C -0.41 3.01 3.06
C -2.75 0.26 -2.37
C -0.11 0.02 5.19
C -2.42 0.54 5.09
C -0.62 6.37 -1.14
C -0.69 -1.90 -1.58
H 2.04 -4.30 -1.19
H -3.66 -2.90 -2.70
H 4.37 -1.86 1.05
H -0.35 -1.93 -5.65
H -1.08 2.94 2.19
H -1.81 -5.00 -2.24
H 2.09 -2.32 -4.46
H -2.37 0.37 0.62
H 3.20 0.65 -0.30
H -1.36 -3.00 -4.66
H -3.45 0.33 5.32
H -2.12 -1.27 1.21
H 0.01 0.40 -5.50
H -0.67 3.95 3.56
H -1.19 -3.18 1.48
H -2.39 -4.02 0.47
H 2.44 -2.27 -2.72
H 1.27 2.50 -5.91
H 2.67 3.44 -4.07
H -3.84 -3.28 -0.98
H -4.76 -1.93 -1.69
H -1.62 -1.17 6.14
H 0.71 -0.62 5.50
H 1.18 2.34 2.02
H -2.05 1.08 -2.15
H 4.48 -1.37 2.74
H -0.98 -4.90 1.10
H 1.56 -3.64 -3.41
H 2.25 -2.61 4.45
H 0.85 6.91 1.86
H -2.67 0.05 -3.44
H -0.47 -5.95 -1.58
H -1.79 -1.30 -4.83
H 3.74 -2.93 2.33
H 1.86 -3.78 3.18
H 1.97 -2.78 -0.28
H -0.21 -4.88 -2.98
H -1.09 6.89 -1.96
H 0.55 -3.01 4.10
H -3.76 0.63 -2.16
H 1.41 5.08 2.93
H 2.44 4.23 1.80
H 2.70 2.27 -1.89
H -2.85 2.27 3.88
H -3.74 -0.74 0.76
H 1.61 -4.31 0.54
*
```

Values from the calculation:
highest occupied orbital energy = -1.868 eV

Mulliken population analysis, charges in e, atoms 1 to 6: I -0.01; I -0.07; K 0.97; Si -0.13; Si -0.81; Si 0.18

=====

3.
Below is a molecular structure, C31H46IN4O4PS3SbTeTi at a distorted geometry, with properties calculated with ωB97M-V/def2-TZVPD.

ORCA input file:
```
! wB97M-V def2-TZVPD RIJCOSX def2/J DEFGRID3
* xyz -2 4
I 2.96 -7.33 -0.54
Te -3.99 -0.21 0.28
Sb -1.57 -0.43 3.79
Ti -0.17 -0.54 0.63
S 0.50 -1.39 2.91
S -0.82 0.93 5.50
S -1.46 1.07 1.74
P 3.03 0.60 0.34
O -1.83 -4.27 -0.01
O -1.35 -2.24 0.84
O -0.37 1.85 -3.26
O -0.39 1.48 -1.03
N 1.35 -3.45 0.06
N -0.76 -1.13 -1.31
N 1.59 0.01 0.37
N 1.20 -3.98 1.27
C 3.83 -1.58 1.87
C -7.95 1.40 -0.74
C -6.44 -0.20 -1.93
C -7.34 2.42 1.31
C 1.92 -4.39 -0.69
C 2.39 3.05 -0.87
C 2.95 2.49 0.44
C -0.63 -0.36 -2.45
C 4.07 -0.06 1.77
C 3.56 0.57 3.07
C 1.65 -5.24 1.34
C -5.16 1.97 2.45
C -9.59 2.98 0.32
C 4.28 3.21 0.73
C -6.12 1.75 1.32
C 3.89 0.11 -1.27
C -1.48 -2.97 -0.20
C -6.74 0.71 -0.78
C 5.58 0.16 1.67
C 4.27 -1.38 -1.19
C 5.15 0.90 -1.61
C -0.47 1.00 -2.17
C 2.88 0.22 -2.42
C -0.73 -0.95 -3.74
C 2.13 -5.55 0.08
C -1.04 -2.28 -3.85
C 1.94 2.88 1.53
C -1.19 -2.42 -1.45
C -5.82 0.88 0.27
C -8.27 2.26 0.30
C -1.31 -3.05 -2.72
H 5.07 2.98 0.02
H 4.65 3.01 1.73
H -1.80 -4.71 -0.87
H 4.09 -1.89 2.89
H 3.89 1.60 3.18
H 2.78 -1.82 1.71
H -5.54 2.72 3.14
H 5.14 -1.55 -0.55
H 3.44 -1.99 -0.83
H 1.60 -5.82 2.24
H 5.91 0.84 -0.83
H 5.59 0.46 -2.52
H -8.65 1.26 -1.56
H 4.44 -2.15 1.18
H 6.04 -0.41 0.86
H -0.57 -0.33 -4.61
H 2.19 4.11 -0.71
H 6.03 -0.19 2.61
H -0.33 2.73 -2.86
H 3.99 0.00 3.90
H 3.08 2.97 -1.72
H 2.14 -4.21 -1.73
H 4.53 -1.72 -2.19
H 0.77 -3.37 2.00
H 5.87 1.21 1.55
H 1.44 2.57 -1.12
H 2.62 1.25 -2.67
H -5.46 0.01 -2.35
H -7.20 -0.09 -2.72
H 3.33 -0.24 -3.30
H 2.48 0.51 3.17
H -9.75 3.55 -0.61
H -1.12 -2.74 -4.83
H 1.74 3.95 1.43
H -9.64 3.69 1.15
H -4.18 2.27 2.10
H -1.62 -4.08 -2.81
H -7.57 3.10 2.13
H 4.96 1.95 -1.83
H -5.00 1.03 3.00
H 4.09 4.29 0.66
H 0.99 2.35 1.40
H 2.29 2.70 2.54
H 1.96 -0.31 -2.18
H -6.42 -1.25 -1.62
H -10.43 2.29 0.42
*
```

Values from the calculation:
highest occupied orbital energy (spin up / spin down) = -0.454 / -1.504 eV

Mulliken population analysis, charges in e, atoms 1 to 6: I 0.02; Te 0.30; Sb 0.14; Ti 0.63; S -0.70; S -0.78

=====

4.
Below is a molecular structure, C31H46MnNO2 at a distorted geometry, with properties calculated with ωB97M-V/def2-TZVPD.

ORCA input file:
```
! wB97M-V def2-TZVPD RIJCOSX def2/J DEFGRID3
* xyz 1 4
Mn 0.00 -1.28 -0.27
O 2.72 2.25 1.31
O 4.29 1.46 -1.80
N -2.54 -0.32 0.34
C -4.82 -3.13 -0.51
C -1.02 -1.01 -2.14
C -2.54 1.03 0.94
C 5.28 1.75 -2.89
C -3.69 -1.03 0.18
C 1.21 -1.51 1.41
C -6.11 -1.50 0.65
C -3.71 -2.31 -0.47
C -3.40 1.97 0.08
C 4.30 -1.04 -1.73
C -7.43 -1.06 1.26
C 1.09 -0.13 -1.64
C 5.20 0.12 0.10
C -0.30 0.18 -1.80
C -3.08 0.97 2.38
C 2.70 4.75 1.36
C 1.23 -1.53 -1.99
C 0.13 -3.26 0.27
C -0.08 -2.11 -2.19
C 4.09 2.80 1.45
C 1.42 -2.60 0.51
C 4.98 0.26 -1.37
C -6.02 -2.74 0.08
C -0.18 -1.55 1.83
C 6.16 0.63 -2.31
C -4.79 -4.45 -1.21
C -0.81 -2.66 1.18
C -1.14 1.58 1.06
C 4.16 4.35 1.38
C -5.01 -0.65 0.66
C 1.89 3.43 1.39
H -3.80 -4.69 -1.64
H -5.54 -4.45 -2.01
H -3.31 1.99 2.71
H 6.08 -0.47 0.30
H 4.54 2.44 2.39
H 4.08 -1.12 -2.79
H -3.02 2.01 -0.95
H -4.45 1.65 0.02
H -7.29 -0.18 1.91
H -0.64 -0.95 2.59
H 7.05 1.02 -1.77
H 2.15 -2.05 -2.25
H -2.77 -2.66 -0.96
H 1.31 3.39 2.33
H -0.72 1.17 -1.79
H -3.37 2.97 0.53
H 4.80 4.79 2.15
H 6.50 -0.08 -3.08
H 2.44 5.31 0.45
H 5.31 1.04 0.65
H -2.08 -1.08 -2.41
H 2.49 5.36 2.24
H -2.31 0.54 3.04
H -0.05 -4.14 -0.36
H 1.91 0.57 -1.39
H 4.94 -1.83 -1.40
H 1.24 3.37 0.51
H -1.80 -3.05 1.42
H -3.97 0.35 2.50
H 4.61 4.63 0.41
H 1.98 -0.83 1.80
H -6.85 -3.45 0.01
H -7.88 -1.86 1.85
H -5.06 -5.23 -0.48
H -5.14 0.34 1.10
H -8.17 -0.79 0.49
H 4.92 1.53 -3.92
H 2.38 -3.02 0.23
H -0.66 1.73 0.11
H 3.34 -1.15 -1.19
H -1.20 2.54 1.58
H 4.34 -0.36 0.56
H -0.51 0.93 1.67
H -0.34 -3.13 -2.47
H 4.68 2.45 0.59
H 5.65 2.79 -2.81
*
```

Values from the calculation:
highest occupied orbital energy (spin up / spin down) = -10.785 / -11.542 eV

Mulliken population analysis, charges in e, atoms 1 to 6: Mn 0.38; O -0.26; O -0.47; N 0.54; C 0.69; C -0.10

=====

Looking at energy for the records above, in order, we have -83954.429 -102648.307 -133891.135 -69787.363 eV.